109
Properties=species:S:1:pos:R:3:lowdin_charge:R:1 method="wB97M-V/def2-TZVPD" homo_lumo_gap_ev=6.9 largest_force_ev_per_a=0.886 lumo_ev=-0.248 total_energy_ha=-5491.231725 homo_energy_ev=-7.14
Y 0.536 0.310 -0.374 1.498
Cl -4.109 6.467 0.556 0.658
C -3.258 5.056 0.019 -0.685
C -2.701 4.188 0.939 -0.133
C -1.996 3.098 0.473 -0.552
Cl -1.356 1.940 1.586 0.869
C -1.762 2.803 -0.887 -0.473
O -1.038 1.796 -1.277 -0.250
C -2.415 3.701 -1.764 -0.566
Cl -2.317 3.400 -3.464 0.747
C -3.139 4.797 -1.335 -0.138
H -2.821 4.345 2.002 0.109
H -3.607 5.441 -2.065 0.104
C 6.027 -0.985 0.915 -0.031
N 5.121 0.024 1.420 -0.105
C 5.494 1.250 1.947 -0.033
C 4.399 1.836 2.447 -0.038
N 3.331 0.972 2.225 0.015
C 3.782 -0.143 1.554 -0.690
S 2.893 -1.464 1.060 0.729
C 2.104 1.007 2.913 -0.276
C 2.053 1.598 4.172 0.016
C 0.923 1.401 4.941 -0.042
C -0.092 0.594 4.451 -0.056
C 0.031 0.096 3.169 -0.210
N 1.087 0.334 2.383 0.024
H 6.599 -1.417 1.737 0.099
H 6.709 -0.548 0.189 0.085
H 5.435 -1.767 0.450 0.045
H 6.510 1.599 1.907 0.131
H 4.260 2.812 2.876 0.126
H 2.895 2.159 4.548 0.111
H 0.856 1.831 5.931 0.114
H -0.971 0.376 5.039 0.114
H -0.750 -0.513 2.730 0.094
C 0.845 -4.402 -1.161 -0.024
C 0.669 -4.582 -2.519 -0.035
C 0.401 -3.479 -3.313 0.004
C 0.339 -2.225 -2.720 -0.221
N 0.556 -2.047 -1.413 0.019
C 0.762 -3.118 -0.652 -0.175
C 0.075 -1.003 -3.509 -0.197
C -0.491 -1.057 -4.775 0.001
C -0.677 0.122 -5.477 -0.036
C -0.256 1.309 -4.910 -0.077
C 0.281 1.277 -3.635 -0.180
N 0.427 0.156 -2.935 0.051
H 1.042 -5.235 -0.503 0.115
H 0.738 -5.567 -2.961 0.113
H 0.270 -3.591 -4.378 0.108
H 0.871 -2.939 0.408 0.064
H -0.798 -1.996 -5.210 0.108
H -1.141 0.107 -6.455 0.114
H -0.356 2.249 -5.432 0.102
H 0.628 2.183 -3.158 0.111
C 3.688 -1.126 -2.297 -0.179
Si 3.734 0.763 -2.196 0.416
C 5.605 1.125 -2.001 -0.187
C 3.381 1.343 -3.980 -0.174
N 2.635 1.329 -0.985 -0.178
C 2.756 2.564 -0.387 -0.393
C 1.705 3.024 0.430 -0.112
C 1.762 4.190 1.167 -0.088
C 2.899 4.987 1.110 -0.122
C 3.930 4.600 0.261 -0.105
C 3.868 3.431 -0.475 -0.054
H 4.027 -1.439 -3.289 0.040
H 2.683 -1.509 -2.155 -0.018
H 4.322 -1.608 -1.555 -0.003
H 6.174 0.308 -2.450 0.033
H 5.917 1.232 -0.961 -0.003
H 5.889 2.042 -2.523 0.024
H 4.320 1.416 -4.532 0.027
H 2.889 2.316 -4.027 0.024
H 2.749 0.621 -4.501 0.015
H 0.802 2.424 0.449 -0.007
H 0.912 4.479 1.775 0.105
H 2.965 5.897 1.690 0.092
H 4.813 5.224 0.176 0.101
H 4.688 3.171 -1.129 0.070
Cl -3.440 -3.019 3.822 0.725
C -4.355 -4.263 3.035 -0.582
C -4.653 -5.398 3.770 -0.118
C -5.239 -6.490 3.157 -0.088
C -5.491 -6.462 1.796 -0.115
C -5.215 -5.315 1.078 -0.583
Cl -5.546 -5.284 -0.623 0.707
C -4.691 -4.155 1.672 -0.290
N -4.508 -3.021 0.888 0.064
C -4.838 -1.712 1.232 -0.219
C -5.853 -1.454 2.160 -0.048
C -6.180 -0.159 2.514 -0.092
C -5.526 0.909 1.920 -0.092
C -4.576 0.658 0.942 -0.047
C -4.225 -0.635 0.572 -0.143
C -3.228 -0.851 -0.545 -0.031
C -1.969 -1.595 -0.073 -0.584
O -1.916 -2.814 -0.203 0.037
O -1.043 -0.860 0.451 -0.247
H -4.396 -5.426 4.820 0.101
H -5.475 -7.374 3.734 0.105
H -5.918 -7.318 1.292 0.103
H -3.910 -3.150 0.082 0.094
H -6.388 -2.284 2.601 0.113
H -6.955 0.015 3.249 0.101
H -5.766 1.929 2.193 0.098
H -4.105 1.491 0.435 0.094
H -2.928 0.117 -0.946 0.103
H -3.680 -1.442 -1.347 0.131